(1)
Entry from the Open Molecules 2025 dataset: C45H116N4O15 as an isolated structure in a non-equilibrium geometry (the ωB97M-V functional and the def2-TZVPD basis).

```
! wB97M-V def2-TZVPD RIJCOSX def2/J DEFGRID3
* xyz 0 1
C 2.1872 -0.9890 -2.7604
O 1.1906 -0.5282 -1.8069
C 1.1332 -1.3791 -0.6951
C -0.1961 -1.1257 0.0362
N -0.0126 -0.0002 0.9398
C -1.2665 0.4307 1.5352
C -1.0156 1.7959 2.2605
O -0.7224 2.9761 1.5012
C -1.8292 3.5227 0.7686
H 2.1548 -0.3167 -3.6178
H 2.0493 -2.0145 -3.1030
H 3.1587 -0.8735 -2.2799
H 2.0008 -1.2140 -0.0562
H 1.1103 -2.4145 -1.0349
H -0.5011 -2.0214 0.5773
H -0.9575 -0.9324 -0.7195
H 0.2942 0.8088 0.4187
H -1.6985 -0.2910 2.2284
H -2.0051 0.5834 0.7482
H -0.1935 1.6452 2.9602
H -1.8162 1.9328 2.9874
H -2.1735 2.7511 0.0801
H -1.4213 4.3926 0.2537
H -2.6882 3.7696 1.3926
C -2.3218 -2.3019 -3.0484
O -1.4470 -2.7142 -2.0123
C -2.0136 -3.6538 -1.0928
C -1.0826 -3.7215 0.1207
N 0.3317 -4.0724 -0.1716
C 1.2340 -3.7144 0.9287
C 2.7544 -3.6727 0.4997
O 2.9731 -2.3591 -0.1165
C 4.3046 -2.0353 -0.4631
H -2.9181 -3.1670 -3.3383
H -1.7861 -1.9532 -3.9312
H -2.9613 -1.5188 -2.6411
H -2.1662 -4.6045 -1.6037
H -2.9592 -3.2288 -0.7561
H -1.5617 -4.4634 0.7596
H -1.1727 -2.7727 0.6496
H 0.6117 -3.6207 -1.0305
H 1.1042 -4.4546 1.7182
H 0.9462 -2.7359 1.3130
H 2.9975 -4.5693 -0.0705
H 3.4291 -3.6740 1.3558
H 4.7397 -2.8576 -1.0311
H 4.9599 -1.8315 0.3838
H 4.4086 -1.1253 -1.0541
C -3.5614 -1.8250 -0.9081
O -3.4153 -0.7535 0.0198
C -4.1529 0.4374 -0.3538
C -4.0578 1.5228 0.6846
N -4.3132 0.9313 2.0172
C -3.9265 1.8990 3.0402
C -3.5499 1.2813 4.3373
O -2.3749 0.5467 4.0680
C -1.7864 -0.0497 5.1463
H -2.6488 -2.4196 -0.8660
H -3.5465 -1.4200 -1.9200
H -4.4179 -2.4577 -0.6752
H -5.1863 0.1613 -0.5635
H -3.7605 0.7424 -1.3239
H -4.6292 2.4303 0.4896
H -3.0034 1.7986 0.6688
H -3.7450 0.0986 2.0785
H -4.7128 2.6304 3.2273
H -3.0645 2.4818 2.7157
H -4.2263 0.4878 4.6551
H -3.3404 2.0070 5.1232
H -0.9723 -0.6650 4.7632
H -2.4645 -0.7872 5.5755
H -1.3920 0.6917 5.8412
C -3.6842 -4.7828 0.8430
O -2.6728 -3.8321 1.0155
C -3.1497 -2.7544 1.8193
C -2.1395 -1.6527 1.9930
N -0.9627 -2.1344 2.6697
C 0.0950 -1.1417 2.6772
C 1.2790 -1.6327 3.5387
O 1.7006 -2.8484 2.9229
C 2.9331 -3.4067 3.5140
H -4.1058 -5.2264 1.7449
H -3.3298 -5.5024 0.1050
H -4.5613 -4.3535 0.3587
H -3.5088 -3.1056 2.7867
H -3.9875 -2.3745 1.2345
H -2.5629 -0.7967 2.5185
H -1.7986 -1.3489 1.0033
H -0.6311 -2.9388 2.1568
H -0.2368 -0.1761 3.0588
H 0.5024 -0.9893 1.6777
H 0.9947 -1.8004 4.5776
H 2.0634 -0.8851 3.4206
H 2.6783 -3.7895 4.5022
H 3.6515 -2.5936 3.6174
H 3.2614 -4.1565 2.7942
C 0.0492 4.9491 1.9554
C -1.0289 6.0168 1.5318
C -1.3475 5.9018 0.0322
O -2.1826 5.9118 2.3250
H 0.9169 5.0661 1.3062
H -0.3175 3.9251 1.8838
H 0.4992 4.9735 2.9479
H -0.6152 6.9842 1.8164
H -0.4968 6.1129 -0.6159
H -2.1196 6.5922 -0.3074
H -1.6623 4.8768 -0.1634
H -1.9827 6.1103 3.2428
C 5.0675 1.5242 -0.5995
C 4.1947 1.0661 0.5635
C 3.1613 -0.0434 0.2773
O 5.0670 0.5755 1.5894
H 5.7702 2.3066 -0.3130
H 4.5839 1.9084 -1.4976
H 5.6611 0.6772 -0.9433
H 3.6432 1.9667 0.8334
H 2.4476 -0.0615 1.1009
H 3.7169 -0.9809 0.2555
H 2.6580 0.1786 -0.6637
H 5.6844 1.2611 1.8547
C 0.5428 1.0826 -4.9522
C 1.8543 1.7930 -4.8238
C 1.6720 3.2569 -4.9897
O 2.2911 1.5005 -3.5456
H -0.1868 1.5082 -4.2633
H 0.6624 0.0549 -4.6093
H 0.0914 1.0047 -5.9413
H 2.5935 1.3988 -5.5212
H 1.4367 3.6067 -5.9949
H 2.6555 3.6812 -4.7877
H 1.0180 3.7622 -4.2791
H 1.5955 1.7625 -2.9381
C 1.6585 0.8652 3.2376
C 2.6467 1.7113 2.4045
C 2.0060 2.4821 1.2107
O 3.1261 2.6447 3.3381
H 0.9090 1.5039 3.7049
H 2.1752 0.3513 4.0482
H 1.2090 0.0651 2.6495
H 3.4658 1.0483 2.1258
H 2.7051 3.2338 0.8442
H 1.1302 3.0913 1.4342
H 1.6944 1.8570 0.3738
H 3.6704 2.1671 3.9684
C 0.2233 3.3358 -0.8143
C 1.2740 2.8445 -1.9010
C 2.2588 1.9204 -1.2430
O 0.6520 2.1360 -2.9370
H -0.5904 3.8790 -1.2948
H 0.7490 3.9492 -0.0826
H -0.1405 2.4350 -0.3201
H 1.7187 3.7256 -2.3637
H 3.1076 1.8517 -1.9233
H 1.8917 0.9066 -1.0829
H 2.6428 2.4048 -0.3453
H 0.0290 1.5000 -2.5779
C -0.0183 -4.4093 -3.1714
C 0.8119 -3.1177 -3.1928
C 2.1648 -3.2585 -2.4913
O 1.0778 -2.7875 -4.5324
H 0.4124 -5.0712 -3.9227
H -1.0715 -4.2403 -3.3958
H 0.0120 -4.9349 -2.2169
H 0.1688 -2.3493 -2.7638
H 2.7851 -2.4101 -2.7800
H 2.6701 -4.1592 -2.8399
H 2.1356 -3.2934 -1.4023
H 1.8465 -3.3135 -4.7650
C -2.5627 1.7124 -2.1382
C -1.6110 0.4763 -2.0494
C -1.1963 -0.2187 -3.3249
O -0.4351 0.9793 -1.4849
H -2.6086 2.3199 -1.2343
H -3.5770 1.3642 -2.3332
H -2.2683 2.3869 -2.9421
H -2.0973 -0.1954 -1.3419
H -2.0946 -0.6574 -3.7594
H -0.4553 -0.9974 -3.1439
H -0.8484 0.5629 -4.0004
H 0.1868 0.2575 -1.3671
*
```

Its energy above the lowest of the compared OMol25 structures with the same formula, charge and spin is 68.874 eV. The value obtained for the HOMO energy is -6.7 eV. As for the total energy: -85145.3489 eV. The frontier orbital gap is 7.193 eV.

---

(2)
Entry from the Open Molecules 2025 dataset: a 11-piece molecular cluster, C45H116N8O11 overall in a non-equilibrium geometry (the ωB97M-V functional and the def2-TZVPD basis).

```
! wB97M-V def2-TZVPD RIJCOSX def2/J DEFGRID3
* xyz 0 1
C -4.9576 1.4801 -2.8211
C -6.1459 0.6415 -2.3189
C -6.3007 -0.5651 -3.2563
C -5.7802 0.0393 -0.9183
C -5.8535 1.1183 0.1481
C -7.3212 1.6572 0.2529
C -7.8059 2.2070 -1.1348
C -9.3461 2.2689 -0.9740
C -7.2897 3.6655 -1.2304
N -7.4708 1.3313 -2.2515
O -7.9083 1.8107 -3.4389
H -5.2093 1.8558 -3.8128
H -4.7106 2.2775 -2.1201
H -4.0862 0.8629 -3.0396
H -5.4801 -1.2403 -3.0134
H -7.2634 -1.0394 -3.0656
H -6.2602 -0.3347 -4.3209
H -6.4982 -0.7233 -0.6167
H -4.7567 -0.3142 -1.0434
H -5.4726 0.7527 1.1017
H -5.1790 1.9614 -0.0014
H -7.2930 2.3718 1.0755
H -7.9498 0.8740 0.6766
H -9.8088 2.6146 -1.8983
H -9.6574 3.0243 -0.2525
H -9.8630 1.3243 -0.8049
H -7.3925 4.3567 -0.3939
H -7.6595 4.1458 -2.1363
H -6.2049 3.6692 -1.3368
H -8.7742 1.4031 -3.5142
C -0.3954 -7.3194 -6.8624
C -1.3618 -6.2786 -6.3398
C -1.1865 -6.1176 -4.8088
C -0.9690 -4.8779 -6.9496
C -1.4526 -4.5950 -8.3700
C -2.9740 -4.9252 -8.4623
C -3.3184 -6.3382 -7.9425
C -4.8698 -6.3599 -7.8896
C -2.8796 -7.4605 -9.0016
N -2.7983 -6.5686 -6.5883
O -3.1698 -7.8146 -6.0074
H 0.4725 -7.4006 -6.2080
H -0.7285 -8.3497 -6.9867
H -0.0318 -6.9527 -7.8223
H -1.4244 -7.0469 -4.2913
H -0.1701 -5.8003 -4.5757
H -1.9037 -5.3963 -4.4170
H -1.2219 -4.0507 -6.2864
H 0.1173 -4.7926 -6.9765
H -1.2739 -3.5560 -8.6466
H -0.7781 -5.1539 -9.0187
H -3.2191 -4.6934 -9.4988
H -3.5861 -4.1730 -7.9647
H -5.1926 -5.5365 -7.2525
H -5.4816 -7.1760 -7.5053
H -5.2501 -6.0874 -8.8741
H -1.8014 -7.5215 -9.1489
H -3.2882 -7.2888 -9.9974
H -3.2395 -8.4133 -8.6134
H -3.7798 -7.6237 -5.2910
C 4.8754 -9.9727 1.3593
O 4.1390 -8.8919 0.7095
C 3.6627 -7.9881 1.7159
C 2.2256 -8.4171 2.0842
C 1.2985 -8.2954 0.9086
N 1.7062 -7.6192 3.1799
H 4.2199 -10.5572 2.0050
H 5.7012 -9.5206 1.9085
H 5.2829 -10.6812 0.6381
H 4.3303 -8.0314 2.5765
H 3.5292 -6.9772 1.3308
H 2.2835 -9.4452 2.4417
H 0.2907 -8.6546 1.1174
H 1.6005 -8.9928 0.1273
H 1.2346 -7.2650 0.5588
H 2.2375 -7.9129 3.9871
H 0.8168 -8.0140 3.4501
C 2.0448 1.2454 -7.3736
O 2.2672 2.3149 -8.2805
C 1.2968 2.3442 -9.3176
C 1.7527 3.3776 -10.4280
C 1.3569 4.8577 -10.1279
N 1.0761 2.9667 -11.6811
H 2.9777 1.0086 -6.8619
H 1.6743 0.3006 -7.7713
H 1.3281 1.5642 -6.6168
H 1.1329 1.3447 -9.7202
H 0.3081 2.5743 -8.9205
H 2.8132 3.2722 -10.6564
H 1.7142 5.5365 -10.9022
H 1.8316 5.2397 -9.2241
H 0.2967 4.9780 -9.9050
H 0.1775 3.4265 -11.7169
H 1.6262 3.2877 -12.4650
C 8.6460 1.9798 1.6696
O 7.4692 1.1915 1.7735
C 7.6839 -0.2517 1.9657
C 8.0970 -0.6302 3.4165
C 8.5737 -2.0688 3.6238
N 6.8809 -0.5324 4.2298
H 9.3295 1.6388 0.8920
H 9.1375 2.0095 2.6420
H 8.3605 3.0178 1.4988
H 6.7639 -0.7841 1.7244
H 8.3692 -0.6505 1.2178
H 8.9001 0.0493 3.7018
H 7.7490 -2.7240 3.3433
H 8.8273 -2.3266 4.6521
H 9.4487 -2.2998 3.0162
H 6.4443 0.3012 3.8628
H 6.2156 -1.2013 3.8692
C 2.6719 10.4086 7.7314
O 1.4524 10.5841 7.0874
C 0.4777 9.4833 7.0665
C 1.0624 8.3246 6.2622
C 1.4635 8.5962 4.8198
N 0.1634 7.2740 6.2896
H 3.4095 9.7696 7.2457
H 2.4578 10.0193 8.7267
H 3.0671 11.4075 7.9163
H 0.1710 9.2343 8.0824
H -0.4285 9.8373 6.5750
H 1.9532 7.9200 6.7427
H 2.2385 9.3592 4.8935
H 0.6098 8.8846 4.2066
H 1.8361 7.6833 4.3552
H 0.1352 6.8286 7.1957
H 0.5250 6.5984 5.6317
C -4.7925 0.0433 7.3447
O -3.5442 0.3605 7.8531
C -3.4737 1.6145 8.5046
C -1.9260 1.7880 8.9386
C -1.6861 0.6622 10.0214
N -1.6455 3.1500 9.4007
H -4.6260 -0.9394 6.9035
H -5.1811 0.7642 6.6253
H -5.6444 -0.0002 8.0233
H -3.7246 2.4265 7.8220
H -4.1776 1.7786 9.3205
H -1.2423 1.6354 8.1035
H -0.6762 0.7757 10.4155
H -1.7633 -0.3562 9.6406
H -2.3861 0.7424 10.8531
H -2.5205 3.4966 9.7672
H -1.0139 3.0651 10.1843
C 1.3152 -0.9560 -0.1675
O 1.5387 0.3743 -0.6672
C 2.4708 1.2556 -0.0003
C 2.3004 1.4485 1.5248
C 0.8821 1.8661 1.9529
N 3.1819 2.5149 1.9994
H 0.8788 -0.8827 0.8286
H 2.2572 -1.4980 -0.0842
H 0.6067 -1.4835 -0.8062
H 3.4946 0.9183 -0.1619
H 2.3960 2.2410 -0.4603
H 2.4167 0.5345 2.1072
H 0.2266 0.9973 1.8929
H 0.4512 2.6193 1.2931
H 0.7165 2.1135 3.0014
H 4.0489 2.2880 1.5336
H 2.9061 3.3584 1.5171
C 4.9251 7.5738 0.1050
O 3.8469 6.7472 -0.2601
H 4.7946 8.6108 -0.2040
H 5.0240 7.5482 1.1902
H 5.8513 7.1946 -0.3269
H 3.5527 6.9654 -1.1475
C 0.2276 -2.5069 5.2249
O 1.3472 -3.0489 4.5329
H -0.6905 -2.8247 4.7309
H 0.2307 -2.9127 6.2365
H 0.2956 -1.4190 5.2290
H 1.1749 -3.9891 4.4439
C 4.1264 3.9560 7.7029
O 4.6141 4.6069 6.5540
H 3.0748 4.2339 7.7741
H 4.3307 2.8869 7.7615
H 4.5215 4.3786 8.6267
H 4.2722 4.1190 5.8013
*
```

As for the structure (SMILES): CC1(C)CCCC(C)(C)N1O.CC1(C)CCCC(C)(C)N1O.COC[C@H](C)N.COC[C@H](C)N.COC[C@H](C)N.COC[C@H](C)N.COC[C@H](C)N.COC[C@H](C)N.CO.CO.CO. Its energy above the lowest of the compared OMol25 structures with the same formula, charge and spin is 2.949 eV. The value obtained for the HOMO energy is -8.2 eV. As for the total energy: -82978.5763 eV. The frontier orbital gap is 8.502 eV.

---

(3)
Entry from the Open Molecules 2025 dataset: C45H19F15GeN8O8P2S6TeW as an isolated structure in a non-equilibrium geometry (the ωB97M-V functional and the def2-TZVPD basis).

```
! wB97M-V def2-TZVPD RIJCOSX def2/J DEFGRID3
* xyz -2 1
W 0.6191 0.1568 0.1272
N -3.9968 -0.0064 -0.6655
C -4.2560 -0.2053 -2.0294
C -5.5507 -0.1325 -2.5149
C -5.8047 -0.3455 -3.8657
C -4.7582 -0.6229 -4.7274
C -3.4576 -0.6910 -4.2362
C -3.2109 -0.4872 -2.8865
S -1.5799 -0.6571 -2.2561
N -1.6723 0.0948 -0.6933
C -2.7729 0.1148 -0.0794
C -2.8068 0.2799 1.4176
C -3.9484 0.6742 2.0949
C -3.9324 0.7757 3.4773
C -2.7725 0.4653 4.1383
C -1.6754 0.1020 3.3674
N -1.6867 0.0172 2.0421
H -4.7894 -0.0186 -0.0550
H -6.3644 0.0902 -1.8290
H -6.8206 -0.2839 -4.2367
H -4.9458 -0.7810 -5.7833
H -2.6235 -0.9073 -4.8960
H -4.8458 0.9391 1.5480
H -4.8116 1.0868 4.0274
H -2.7031 0.4833 5.2198
H -0.7396 -0.1475 3.8534
O -0.8569 3.0677 2.9582
P 0.3886 2.6941 2.0387
O 1.1410 3.8916 1.6865
O -0.1292 1.7469 0.9238
O 1.2201 1.6678 3.0334
P 1.9376 0.2166 2.7380
O 1.9233 -0.3982 4.2273
O 3.3214 0.3018 2.2532
O 0.8806 -0.5999 1.9508
H -1.4194 2.3217 3.1898
H 2.8457 -0.4127 4.5339
S -1.0428 3.0338 -6.9690
C -0.1038 2.5424 -5.6866
S -0.6612 1.2664 -4.6325
C 0.6315 1.5894 -3.3503
N 1.6033 2.4174 -4.0964
N 1.0899 3.0338 -5.2573
C 1.8620 4.1420 -5.7338
C 2.7480 4.7533 -4.8402
C 3.5383 5.8128 -5.2598
C 3.4551 6.2868 -6.5641
C 2.5839 5.6714 -7.4490
C 1.7924 4.6000 -7.0472
S -0.0835 2.1446 -1.8234
H 2.8128 4.3914 -3.8241
H 4.2201 6.2705 -4.5508
H 4.0639 7.1261 -6.8840
H 2.5101 6.0253 -8.4716
H 1.1258 4.1319 -7.7504
O 1.8542 -1.1873 -0.3508
N 1.1570 -0.7798 -1.5477
C 2.0690 -0.4644 -2.5233
C 1.7654 0.5857 -3.4118
N 2.4730 1.2675 -4.2912
C 3.2254 -1.2867 -2.6774
N 4.1076 -2.0261 -2.7915
F -1.8580 -2.7615 3.6872
C -0.6899 -2.9303 4.3314
C 0.4210 -3.3490 3.6144
C 1.5616 -3.5826 4.3579
F 2.6738 -4.0579 3.8050
C 1.6031 -3.3636 5.7226
F 2.7305 -3.5786 6.4089
C 0.4890 -2.9127 6.3870
F 0.5336 -2.6976 7.6985
C -0.6733 -2.6961 5.6893
F -1.7669 -2.2645 6.3339
Ge 0.0984 -3.5937 1.6383
S -0.7636 -2.3729 0.1240
C -1.1918 -5.1571 1.9905
C -0.7566 -6.2257 2.7608
F 0.5099 -6.2433 3.2182
C -1.5478 -7.2999 3.1016
F -1.0801 -8.2913 3.8722
C -2.8425 -7.3487 2.6427
F -3.6264 -8.3843 2.9521
C -3.3270 -6.3148 1.8781
F -4.5931 -6.3582 1.4434
C -2.5143 -5.2355 1.5721
F -3.0968 -4.2637 0.8676
C 1.7421 -4.4925 0.9276
C 1.7486 -5.6925 0.2398
F 0.6374 -6.4448 0.1539
C 2.8899 -6.1860 -0.3586
F 2.8844 -7.3852 -0.9624
C 4.0545 -5.4555 -0.3112
F 5.1620 -5.9394 -0.8736
C 4.0842 -4.2407 0.3389
F 5.2338 -3.5665 0.4199
C 2.9327 -3.7780 0.9347
F 2.9832 -2.6175 1.5873
Te 2.6597 1.8821 -0.3394
C 4.5445 0.9656 -0.5996
C 4.9717 -0.2793 -0.2465
C 6.2838 -0.5812 -0.7207
C 6.8324 0.4501 -1.4215
S 5.7541 1.7814 -1.5162
H 4.3546 -0.9514 0.3387
H 6.7750 -1.5354 -0.5557
H 7.8070 0.5025 -1.8935
*
```

The value obtained for the HOMO energy (spin up / spin down) is -1.8 / -1.9 eV. As for the total energy: -265264.1075 eV. The frontier orbital gap (spin up / spin down) is 5.170 / 4.990 eV.